{"formula": "C4H2N2O3", "method": "ωB97M-V/def2-TZVPD", "e_above_lowest_ev": 1.729, "smiles": "O=c1nccnoc1=O", "largest_force_ev_per_a": 2.93, "lumo_energy_ev": -1.2, "gap_ev": 9.31, "homo_energy_ev": -10.503, "spin_multiplicity": 1, "species": ["O", "C", "N", "C", "C", "N", "O", "C", "O", "H", "H"], "xyz": [[-1.739, 1.440, 0.870], [-1.120, 0.821, 0.079], [-0.053, 1.237, -0.665], [1.121, 0.793, -0.499], [1.390, -0.413, 0.418], [0.691, -1.466, 0.583], [-0.477, -1.629, -0.232], [-1.477, -0.690, -0.190], [-2.603, -0.989, -0.297], [1.942, 1.198, -1.035], [2.325, -0.302, 0.967]]}

=====

{"formula": "C4H2N2S", "method": "ωB97M-V/def2-TZVPD", "e_above_lowest_ev": 4.336, "smiles": "c1cc2c(s1)N=N2", "largest_force_ev_per_a": 2.62, "lumo_energy_ev": [-0.8, -0.8], "gap_ev": [7.88, 7.88], "homo_energy_ev": [-8.674, -8.674], "spin_multiplicity": 1, "species": ["C", "C", "C", "C", "S", "N", "N", "H", "H"], "xyz": [[0.871, 0.006, -0.078], [-0.376, 0.657, 0.042], [-0.096, 1.961, 0.378], [1.236, 2.358, 0.242], [2.229, 1.063, -0.299], [0.837, 3.752, 0.277], [-0.371, 3.541, 0.483], [1.126, -1.086, -0.132], [-1.353, 0.107, 0.009]]}